Record 1
Computed, not measured: a 2-piece molecular cluster, C3H9NO2 overall at a distorted geometry, with the ωB97M-V functional and the def2-TZVPD basis.

```
15
Properties=species:S:1:pos:R:3:mulliken_charge:R:1
O -0.227 -0.998 -0.376 -0.205
O -1.484 -1.722 -0.488 -0.361
N -0.361 1.733 -1.198 -0.486
C 0.215 0.977 1.038 -1.143
C -0.690 1.224 0.034 0.147
C 1.165 -1.458 0.573 -0.627
H -1.783 -1.274 -1.301 0.318
H 1.976 -1.203 -0.101 0.278
H 0.941 -2.514 0.452 0.267
H 1.435 -1.251 1.606 0.349
H 0.536 1.430 -1.551 0.230
H -0.147 0.883 2.048 0.305
H -1.748 1.255 0.259 0.320
H 1.254 1.245 0.905 0.359
H -1.081 1.673 -1.901 0.250
```

## Properties
* SMILES: C=CN.COO
* highest occupied orbital energy: -7.33 eV
* relative energy (zero: lowest compared OMol25 entry of this formula, charge and spin): 745.3 kJ/mol
* E_tot: -324.6888 Eh



Record 2
Computed, not measured: C36H38AuN8OSSb as an isolated structure, with the ωB97M-V functional and the def2-TZVPD basis.

```
86
Properties=species:S:1:pos:R:3:mulliken_charge:R:1
Au -0.245 3.570 -0.258 0.259
Sb -0.513 -0.238 -1.376 1.308
S -0.870 6.203 -4.105 0.005
O 1.126 1.637 -2.227 -0.343
N -2.468 -0.209 4.213 -0.312
N -0.035 2.827 1.615 -0.646
N 1.306 0.962 -4.397 0.318
N 3.207 1.368 -3.115 0.252
N -0.418 4.513 -1.949 -0.378
N -0.381 2.137 3.653 0.376
N -2.474 -1.482 4.196 -0.699
N -1.326 0.229 4.799 0.690
C 1.432 -2.396 1.885 -0.792
C 0.683 -0.971 5.806 -0.872
C 0.764 -0.792 0.229 0.452
C -4.607 1.219 -0.879 -0.599
C 1.192 2.705 2.251 -0.886
C 1.885 -0.022 0.517 -0.023
C 1.861 1.328 -3.215 0.582
C 2.552 -1.627 2.175 -0.621
C 0.128 -4.312 -2.788 -0.641
C -0.871 -3.244 5.030 -0.751
C -2.255 -3.956 -2.885 -0.596
C 2.780 -0.442 1.491 -0.662
C -0.800 -2.182 -2.194 0.512
C 0.538 -1.989 0.905 -0.702
C -5.127 0.382 0.101 -0.626
C 4.094 0.871 -4.166 -0.593
C 3.462 1.069 -5.528 -0.675
C -4.322 -0.567 0.717 -0.696
C -2.988 -0.693 0.349 -0.115
C 0.311 -3.004 -2.370 -0.583
C -0.978 2.488 2.493 1.465
C -0.607 5.228 -2.851 0.566
C -3.276 1.101 -1.253 -0.765
C 3.853 1.904 -1.928 -1.062
C -0.552 -0.837 5.169 1.569
C 0.343 -3.382 5.660 -0.621
C -0.123 1.103 -4.623 -0.979
C 0.985 2.278 3.511 -0.004
C -2.083 -2.641 -2.473 -0.602
C -1.314 -1.940 4.787 0.386
C 1.107 -2.260 6.042 -0.650
C -1.154 -4.786 -3.041 -0.543
C -2.442 2.548 2.286 -1.304
C 2.098 0.413 -5.498 -0.646
C -1.039 1.629 4.856 -1.571
C -2.478 0.142 -0.638 0.671
H 1.552 0.585 -6.425 0.389
H -0.569 1.655 -3.802 0.158
H -1.293 -5.807 -3.371 0.414
H 3.660 0.150 1.711 0.516
H -2.935 1.671 2.695 0.294
H 2.055 0.893 -0.031 0.059
H 1.668 2.062 4.313 0.454
H -0.310 -2.619 0.665 0.454
H -1.970 2.173 5.003 0.330
H 2.051 -2.417 6.547 0.437
H -2.658 2.617 1.226 0.226
H -6.168 0.468 0.383 0.413
H 1.257 -3.325 2.411 0.477
H 4.478 1.146 -1.453 0.357
H 5.043 1.399 -4.086 0.380
H 4.292 -0.193 -4.000 0.280
H -0.613 0.130 -4.716 0.275
H -2.368 -1.433 0.841 0.215
H 2.113 2.961 1.760 0.510
H 3.254 -1.959 2.928 0.447
H 1.311 -2.639 -2.163 0.440
H 0.722 -4.371 5.881 0.432
H -5.240 1.957 -1.355 0.425
H 3.099 2.248 -1.230 0.152
H -3.251 -4.329 -3.083 0.429
H -2.946 -1.997 -2.357 0.486
H -2.870 1.752 -2.020 0.291
H -4.721 -1.210 1.489 0.455
H 4.481 2.752 -2.206 0.431
H -0.374 1.809 5.697 0.440
H 4.085 0.620 -6.299 0.382
H 2.203 -0.669 -5.373 0.270
H -1.477 -4.093 4.747 0.472
H 3.360 2.134 -5.745 0.279
H 1.271 -0.122 6.130 0.374
H 0.984 -4.962 -2.915 0.433
H -0.287 1.653 -5.552 0.499
H -2.853 3.435 2.777 0.371
```

## Properties
* highest occupied orbital energy (alpha / beta): -13.10 / -13.25 eV
* relative energy (zero: lowest compared OMol25 entry of this formula, charge and spin): 0.0 kJ/mol
* expectation value of S²: 2.0228
* E_tot: -2681.4735 Eh
* total charge: +2
* multiplicity: 3



Record 3
Computed, not measured: C42H45Br2InN9OSi as an isolated structure at a distorted geometry, with the ωB97M-V functional and the def2-TZVPD basis.

```
101
Properties=species:S:1:pos:R:3:mulliken_charge:R:1
In -0.200 0.029 0.147 1.868
Br 0.384 -1.141 -6.744 -0.117
Br -0.631 5.976 -3.600 -0.084
Si -1.144 -2.695 2.642 0.626
O 1.913 -1.518 -0.062 0.211
N 1.889 1.241 -0.116 1.607
N -0.703 2.017 -1.179 0.579
N -0.879 -1.947 1.076 0.662
N -0.421 1.076 3.062 -1.808
N 0.203 -0.296 -2.183 1.566
N -2.100 0.909 1.440 0.537
N 0.409 0.971 2.100 1.287
N 4.044 -2.274 -0.019 0.013
N -1.966 -1.248 -0.792 0.083
C -0.999 3.163 -0.596 -0.637
C -3.478 -2.598 -2.013 -1.319
C 2.896 -1.834 0.589 -1.159
C -4.026 1.079 3.428 -0.603
C 2.409 3.380 -1.013 0.264
C -2.689 1.092 3.759 -0.553
C -0.648 4.368 -2.607 -0.924
C -0.309 3.174 -3.222 -0.762
C 3.666 1.560 3.616 -0.989
C 0.487 -1.505 -2.621 -1.060
C -2.830 -1.398 -1.796 0.877
C 2.474 1.354 1.057 0.371
C -0.348 2.005 -2.466 0.955
C 2.898 -1.977 2.082 2.023
C 0.330 -0.799 -4.880 -1.149
C 2.697 -4.429 1.216 0.121
C -3.217 -3.661 -1.151 -0.900
C -0.270 -1.879 4.133 -1.041
C 2.981 2.291 -3.482 -0.823
C -0.021 0.691 -3.045 0.417
C -1.742 1.007 2.725 -0.096
C 1.716 1.136 2.263 0.408
C 4.412 1.813 2.445 -0.836
C 2.981 3.665 -3.320 -0.756
C -3.036 -2.560 2.945 -0.960
C -3.385 0.877 1.133 -0.338
C 3.723 -4.663 0.092 -1.246
C 3.158 -3.481 2.344 -0.927
C 3.840 1.721 1.214 -0.702
C 3.883 -3.459 -0.846 -0.220
C 2.666 1.453 -2.428 -0.202
C -0.589 -4.528 2.784 -1.464
C -0.996 4.374 -1.263 -0.839
C 2.706 4.207 -2.072 -0.964
C -3.109 -0.217 -2.676 -1.455
C 0.014 0.471 -4.423 -0.674
C 2.348 1.991 -1.182 -1.291
C -2.359 -3.488 -0.097 -0.729
C -4.384 0.966 2.086 -0.882
C 0.584 -1.815 -3.966 -0.851
C 2.345 1.248 3.529 -0.585
C -1.724 -2.239 0.085 0.304
H -5.420 0.952 1.789 0.500
H -2.145 -4.291 0.583 0.324
H -1.056 -4.958 3.666 0.504
H 1.755 -4.067 0.795 -0.161
H 4.149 1.619 4.578 0.444
H 4.823 -2.383 0.622 0.442
H 2.733 5.276 -1.927 0.456
H -4.781 1.153 4.194 0.418
H 0.783 -2.127 4.194 0.299
H -0.216 1.249 -5.134 0.702
H 3.246 1.862 -4.437 0.513
H -3.550 -3.493 2.736 0.393
H -2.647 0.677 -2.265 -0.010
H -2.351 1.164 4.780 0.574
H 2.197 3.785 -0.032 0.590
H -2.732 -0.391 -3.683 0.312
H 0.482 -4.605 2.919 0.264
H 2.996 -3.322 -1.465 -0.039
H 3.216 4.313 -4.151 0.464
H 2.707 0.380 -2.546 0.459
H -4.183 -0.062 -2.756 0.591
H 3.414 -5.531 -0.492 0.443
H 1.915 -1.690 2.451 -1.786
H 4.751 -3.571 -1.496 0.454
H -4.175 -2.699 -2.826 0.547
H -3.610 0.778 0.080 0.297
H 3.656 -1.366 2.572 0.372
H 2.500 -5.403 1.670 0.455
H 0.832 -2.811 -4.296 0.572
H -3.698 -4.615 -1.305 0.480
H -0.010 3.175 -4.256 0.542
H -0.849 -5.161 1.945 0.398
H 5.453 2.083 2.534 0.460
H 2.627 -3.750 3.258 0.602
H 0.647 -2.245 -1.852 0.460
H -0.360 -0.800 4.158 0.063
H -3.246 -2.294 3.977 0.438
H 4.692 -4.894 0.541 0.346
H -1.260 3.108 0.453 0.286
H -0.729 -2.263 5.038 0.613
H 4.420 1.899 0.321 0.608
H 1.745 1.065 4.407 0.473
H -3.482 -1.799 2.308 0.072
H 4.220 -3.648 2.535 0.422
H -1.253 5.291 -0.761 0.509
```

## Properties
* highest occupied orbital energy (alpha / beta): -9.46 / -9.51 eV
* relative energy (zero: lowest compared OMol25 entry of this formula, charge and spin): 60.9 kJ/mol
* E_tot: -7823.1139 Eh
* total charge: +1